Entry from the OMol25 dataset: a structure of composition C9H12ClN2O in a non-equilibrium geometry (the ωB97M-V functional and the def2-TZVPD basis).

CARTESIAN COORDINATES (ANGSTROEM)
1 C 1.00333 1.45321 -0.00787
2 C 2.72832 2.47650 0.99932
3 C 3.88018 2.44280 1.72850
4 C 0.90594 0.75824 1.97660
5 C 0.06341 0.63422 0.72238
6 C 2.26873 2.54865 -1.59148
7 C -1.80950 -1.88214 -1.52876
8 C -0.32242 -0.69375 0.13873
9 C -1.66495 -0.64040 -0.68944
10 N 1.74825 1.54382 1.03060
11 N 1.12590 2.09371 -1.09905
12 O 4.87413 2.11836 2.22678
13 Cl 2.32806 4.13868 -2.19984
14 H 2.74907 2.84375 -0.04499
15 H 0.48161 1.25513 2.80469
16 H 1.37184 -0.15531 2.21682
17 H -0.87114 1.18985 0.65576
18 H 3.07290 1.83478 -1.59025
19 H -2.67936 -1.95037 -2.03087
20 H -1.41840 -2.77365 -0.95636
21 H -1.10100 -1.85895 -2.33999
22 H 0.45759 -1.11124 -0.48644
23 H -0.29013 -1.49045 0.98166
24 H -2.48021 -0.47009 -0.11173
25 H -1.65188 0.21261 -1.33901

Forces on atoms 1 to 2 (eV/Å):
C -0.7 -2.3 0.4
C 4.2 1.6 1.3

Relative energy (zero: lowest compared OMol25 entry of this formula, charge and spin) = 5.4731 eV
Charge = +1
HOMO (alpha / beta) = -12.65 / -12.65 eV
Orbital gap (alpha / beta) = 7.2 / 7.2 eV
Max |F| = 4.69 eV/Å

natural (NBO) atomic charge list, values in e, 8 entries: 0.492, -0.369, 0.750, -0.172, -0.247, 0.119, -0.598, -0.402